DFT (ωB97M-V/def2-TZVPD) results for a structure of composition C23H19ClN4O2S3Sn in a non-equilibrium geometry.

Last column: Löwdin charge in e.
Geometry (Å):
Sn (-1.801, -11.669, 10.956)  0.923
C (-2.844, -7.014, 9.300)  0.006
N (-3.185, -8.304, 8.705)  -0.062
C (-4.354, -8.578, 7.945)  0.007
C (-4.357, -9.835, 7.484)  0.066
N (-3.133, -10.405, 8.081)  0.001
C (-2.488, -9.492, 8.767)  -0.622
S (-1.006, -9.660, 9.726)  0.721
C (-2.718, -11.750, 7.892)  -0.255
C (-2.810, -12.234, 6.593)  0.062
C (-2.651, -13.632, 6.415)  0.057
C (-2.320, -14.416, 7.532)  0.029
C (-2.123, -13.757, 8.701)  -0.103
N (-2.367, -12.475, 8.949)  0.007
H (-2.239, -6.397, 8.618)  0.118
H (-2.393, -7.176, 10.244)  0.069
H (-3.752, -6.379, 9.402)  0.122
H (-5.118, -7.903, 7.624)  0.142
H (-4.926, -10.449, 6.813)  0.136
H (-2.975, -11.500, 5.786)  0.148
H (-2.701, -14.033, 5.457)  0.112
H (-2.112, -15.452, 7.437)  0.131
H (-1.656, -14.250, 9.513)  0.110
O (-3.482, -15.760, 11.000)  -0.253
S (-3.703, -15.023, 12.197)  0.666
O (-2.963, -15.302, 13.360)  -0.219
N (-3.258, -13.461, 11.757)  -0.163
C (-4.179, -12.644, 12.105)  -0.701
S (-3.854, -10.948, 11.838)  0.719
C (-5.434, -13.207, 12.659)  -0.198
C (-6.622, -12.557, 13.000)  -0.016
C (-7.631, -13.306, 13.504)  -0.024
C (-7.449, -14.689, 13.755)  -0.017
C (-6.316, -15.354, 13.396)  0.014
C (-5.322, -14.587, 12.714)  -0.178
H (-6.675, -11.504, 12.961)  0.108
H (-8.489, -12.729, 13.861)  0.133
H (-8.254, -15.187, 14.311)  0.136
H (-6.201, -16.386, 13.514)  0.115
Cl (-0.899, -9.561, 13.292)  0.683
C (0.715, -10.083, 12.777)  -0.614
C (1.680, -9.105, 12.718)  -0.090
C (2.984, -9.566, 12.515)  -0.030
C (3.299, -10.930, 12.204)  -0.031
C (2.272, -11.848, 12.110)  -0.014
C (0.940, -11.393, 12.353)  -0.317
C (-0.235, -12.373, 12.253)  -0.220
H (1.476, -8.032, 13.003)  0.140
H (3.811, -8.958, 12.347)  0.092
H (4.333, -11.096, 12.061)  0.104
H (2.413, -12.915, 11.936)  0.124
H (-0.747, -12.476, 13.191)  0.066
H (0.034, -13.359, 11.939)  0.060

Calculated values
HOMO level in eV: -14.07
Charge: +2
Gap between HOMO and LUMO in Ha: 0.275
LUMO level in eV: -6.59
M in g mol⁻¹: 633.796
Spin multiplicity: 1
ΔE to the lowest compared entry with this formula, charge and spin in kJ/mol: 0.4

---

DFT (ωB97M-V/def2-TZVPD) results for a structure of composition C50H45N8O4S4Ta.

Last column: Löwdin charge in e.
Geometry (Å):
Ta (-0.040, 0.088, -0.486)  1.910
O (-0.448, 2.814, 6.321)  0.122
N (0.153, 1.767, 6.281)  -0.335
O (0.713, 1.226, 7.192)  0.159
C (0.145, 1.044, 4.985)  -0.035
C (0.240, -0.296, 5.047)  0.109
C (0.181, -1.073, 3.845)  -0.093
C (0.229, -2.482, 3.848)  0.082
C (0.149, -3.158, 2.657)  0.029
C (0.036, -2.431, 1.472)  -0.088
N (-0.008, -1.096, 1.441)  -0.012
C (0.057, -0.422, 2.622)  -0.147
C (-0.026, 1.001, 2.567)  -0.139
N (-0.159, 1.553, 1.322)  -0.021
C (-0.269, 2.877, 1.247)  -0.088
C (-0.216, 3.711, 2.360)  0.026
C (-0.067, 3.166, 3.609)  0.088
C (0.009, 1.760, 3.741)  -0.027
H (0.350, -0.783, 6.008)  0.155
H (0.324, -3.013, 4.787)  0.152
H (0.177, -4.237, 2.611)  0.138
H (-0.012, -2.955, 0.529)  0.060
H (-0.411, 3.309, 0.268)  0.061
H (-0.298, 4.781, 2.227)  0.139
H (-0.028, 3.795, 4.486)  0.134
C (-4.031, -0.783, 0.263)  0.034
C (-3.166, -0.504, -0.911)  -0.304
O (-1.956, -0.136, -0.597)  -0.217
C (-3.598, -0.513, -2.250)  -0.185
C (-2.697, -0.401, -3.333)  -0.020
C (-3.170, -0.360, -4.622)  -0.023
C (-4.546, -0.423, -4.857)  0.021
C (-5.453, -0.545, -3.805)  -0.005
C (-4.989, -0.604, -2.511)  0.038
H (-3.425, -1.024, 1.131)  0.101
H (-4.739, -1.584, 0.066)  0.110
H (-4.603, 0.124, 0.493)  0.135
H (-1.628, -0.395, -3.158)  0.091
H (-2.481, -0.294, -5.453)  0.129
H (-4.916, -0.387, -5.874)  0.136
H (-6.514, -0.600, -4.003)  0.135
H (-5.701, -0.690, -1.703)  0.132
N (-0.106, 1.492, -2.004)  -0.409
S (0.058, 3.147, -2.151)  1.138
C (-1.311, 3.686, -3.143)  -0.394
C (-2.557, 3.104, -2.957)  -0.086
C (-3.640, 3.632, -3.643)  -0.042
C (-3.471, 4.732, -4.474)  -0.017
C (-2.220, 5.316, -4.625)  -0.016
C (-1.121, 4.800, -3.955)  -0.053
C (1.473, 3.385, -3.160)  -0.453
C (1.501, 2.907, -4.470)  -0.077
C (2.639, 3.127, -5.222)  -0.029
C (3.714, 3.826, -4.673)  -0.011
C (3.664, 4.305, -3.372)  -0.030
C (2.534, 4.082, -2.597)  -0.079
H (0.032, 1.096, -2.934)  0.016
H (-2.683, 2.261, -2.290)  0.086
H (-4.621, 3.193, -3.518)  0.119
H (-4.320, 5.144, -5.001)  0.130
H (-2.096, 6.178, -5.265)  0.133
H (-0.149, 5.258, -4.074)  0.124
H (0.644, 2.408, -4.909)  0.125
H (2.683, 2.784, -6.247)  0.127
H (4.593, 4.009, -5.276)  0.131
H (4.495, 4.864, -2.965)  0.128
H (2.478, 4.458, -1.584)  0.117
C (6.207, 0.585, 1.756)  -0.063
C (6.590, 0.676, 0.283)  -0.399
C (6.547, 2.112, -0.227)  -0.062
C (5.756, -0.268, -0.579)  -0.068
N (4.310, 0.072, -0.553)  -0.040
C (3.377, -0.309, 0.298)  -0.135
N (2.242, 0.293, -0.037)  -0.073
N (2.545, 1.049, -1.127)  -0.035
N (3.758, 0.906, -1.460)  0.147
H (6.900, 1.162, 2.365)  0.098
H (6.233, -0.443, 2.126)  0.087
H (5.211, 1.004, 1.939)  0.070
H (7.609, 0.296, 0.166)  0.155
H (5.541, 2.534, -0.153)  0.066
H (6.875, 2.184, -1.264)  0.088
H (7.204, 2.740, 0.372)  0.096
H (5.829, -1.298, -0.231)  0.136
H (6.042, -0.227, -1.629)  0.142
H (3.543, -0.963, 1.138)  0.142
O (0.369, -1.412, -1.381)  -0.319
C (0.498, -2.728, -2.160)  -0.432
C (-0.909, -3.126, -2.496)  -0.469
C (-1.405, -3.438, -3.725)  -0.080
C (-2.752, -3.899, -3.681)  -0.118
C (-3.254, -3.928, -2.420)  -0.334
S (-2.092, -3.422, -1.267)  1.091
C (1.330, -2.387, -3.372)  -0.496
C (1.729, -1.167, -3.841)  -0.125
C (2.556, -1.259, -4.994)  -0.149
C (2.773, -2.551, -5.360)  -0.344
S (2.006, -3.655, -4.309)  1.138
C (1.192, -3.726, -1.289)  -0.551
C (0.856, -5.042, -1.135)  -0.088
C (1.813, -5.774, -0.378)  -0.116
C (2.855, -5.002, 0.027)  -0.338
S (2.706, -3.391, -0.538)  1.063
H (-0.833, -3.366, -4.638)  0.120
H (-3.306, -4.217, -4.552)  0.129
H (-4.230, -4.252, -2.095)  0.093
H (1.485, -0.225, -3.376)  0.060
H (2.973, -0.412, -5.517)  0.109
H (3.349, -2.921, -6.193)  0.092
H (-0.028, -5.493, -1.561)  0.128
H (1.727, -6.827, -0.157)  0.129
H (3.714, -5.290, 0.611)  0.090

Calculated values
HOMO level in eV: -17.64
Charge: +4
Gap between HOMO and LUMO in Ha: 0.219
LUMO level in eV: -11.68
M in g mol⁻¹: 1131.178
Spin multiplicity: 1
ΔE to the lowest compared entry with this formula, charge and spin in kJ/mol: 0.0

---

DFT (ωB97M-V/def2-TZVPD) results for a cluster of 2 separate species, C25H32Cl2N4O2 in total in a non-equilibrium geometry.

Last column: Löwdin charge in e.
Geometry (Å):
C (1.379, -3.882, 2.768)  -0.052
C (2.335, -2.844, 2.232)  -0.226
C (3.081, -2.070, 3.141)  0.035
C (3.988, -1.122, 2.674)  -0.253
N (4.819, -0.287, 3.408)  0.115
C (5.486, 0.398, 2.507)  -0.114
N (5.128, 0.044, 1.210)  -0.016
C (5.726, 0.557, -0.030)  -0.081
C (5.177, 1.921, -0.367)  -0.200
C (5.995, 3.056, -0.282)  -0.033
C (5.491, 4.316, -0.622)  -0.094
C (4.168, 4.460, -1.051)  -0.664
Cl (3.576, 6.047, -1.484)  0.654
C (3.338, 3.332, -1.128)  -0.650
Cl (1.676, 3.478, -1.654)  0.662
C (3.845, 2.072, -0.785)  -0.043
C (4.160, -0.930, 1.316)  -0.183
C (3.424, -1.675, 0.393)  0.023
C (2.505, -2.638, 0.841)  -0.227
C (1.758, -3.449, -0.191)  -0.055
H (0.345, -3.577, 2.584)  0.067
H (1.510, -4.017, 3.846)  0.077
H (1.553, -4.847, 2.284)  0.082
H (2.975, -2.199, 4.212)  0.116
H (6.232, 1.149, 2.749)  0.129
H (5.520, -0.130, -0.855)  0.129
H (6.814, 0.598, 0.083)  0.127
H (7.028, 2.968, 0.041)  0.113
H (6.127, 5.194, -0.561)  0.107
H (3.191, 1.207, -0.846)  0.111
H (3.569, -1.514, -0.670)  0.106
H (0.745, -3.681, 0.146)  0.059
H (1.682, -2.900, -1.134)  0.079
H (2.286, -4.389, -0.377)  0.088
C (-6.484, 2.337, -2.182)  -0.066
N (-5.220, 2.131, -2.888)  0.035
C (-4.081, 1.557, -2.475)  -0.442
O (-3.106, 1.663, -3.210)  0.044
C (-3.934, 0.834, -1.104)  -0.172
C (-2.782, -0.201, -1.083)  -0.119
C (-2.274, -0.550, 0.326)  -0.430
C (-1.529, -1.881, 0.298)  -0.080
C (-1.311, 0.518, 0.852)  -0.068
N (-5.141, 0.209, -0.532)  0.089
C (-5.916, -0.691, -1.139)  -0.578
C (-7.057, -1.247, -0.321)  0.003
O (-5.753, -1.070, -2.289)  0.061
H (-7.104, 1.443, -2.270)  0.073
H (-6.305, 2.565, -1.131)  0.081
H (-7.023, 3.172, -2.632)  0.085
H (-5.155, 2.508, -3.821)  0.143
H (-3.652, 1.638, -0.426)  0.145
H (-3.131, -1.108, -1.580)  0.120
H (-1.932, 0.167, -1.659)  0.120
H (-3.113, -0.647, 1.016)  0.124
H (-0.700, -1.818, -0.408)  0.076
H (-1.141, -2.109, 1.290)  0.067
H (-2.207, -2.676, -0.013)  0.084
H (-0.975, 0.248, 1.853)  0.079
H (-1.809, 1.485, 0.902)  0.069
H (-0.442, 0.598, 0.197)  0.081
H (-5.365, 0.434, 0.423)  0.143
H (-7.751, -0.447, -0.074)  0.080
H (-6.665, -1.696, 0.589)  0.081
H (-7.569, -2.008, -0.908)  0.087

Calculated values
HOMO level in eV: -8.33
Gap between HOMO and LUMO in Ha: 0.326
LUMO level in eV: 0.54
M in g mol⁻¹: 491.463
Spin multiplicity: 1